No. 1
Computed, not measured: a molecular structure, C28H36CeCl2N8, with ωB97M-V/def2-TZVPD.

Structure (XYZ):
```
75
Properties=species:S:1:pos:R:3
Ce -0.15 0.05 0.00
N 1.46 0.68 -1.97
C 2.45 1.79 -1.84
C 1.83 2.82 -0.94
N 1.51 2.22 0.39
C 0.83 3.26 1.21
C 0.11 2.65 2.40
N -0.83 1.58 1.95
C 2.81 1.87 1.07
C 3.09 0.39 1.07
N 1.88 -0.27 1.61
H 1.89 -0.13 -2.42
H 0.77 1.00 -2.64
H 2.68 2.22 -2.82
H 3.38 1.40 -1.45
H 0.91 3.20 -1.38
H 2.50 3.68 -0.81
H 0.14 3.80 0.57
H 1.56 4.00 1.56
H -0.42 3.42 2.96
H 0.82 2.19 3.09
H -1.73 1.99 1.70
H -1.08 1.01 2.76
H 2.76 2.21 2.11
H 3.63 2.43 0.62
H 3.97 0.18 1.68
H 3.28 -0.01 0.08
H 1.71 0.13 2.53
H 2.08 -1.25 1.77
C -2.40 4.08 -1.47
C -1.86 3.02 -0.74
N -1.44 1.87 -1.26
C -1.65 1.71 -2.61
C -2.17 2.73 -3.43
C -2.53 3.95 -2.83
C -2.36 2.52 -4.83
C -2.11 1.32 -5.38
C -1.65 0.23 -4.57
C -1.45 -1.05 -5.12
C -1.04 -2.06 -4.30
C -0.81 -1.79 -2.95
N -0.97 -0.60 -2.38
C -1.40 0.42 -3.20
H -2.71 4.98 -0.95
H -1.77 3.16 0.32
H -2.92 4.76 -3.43
H -2.74 3.34 -5.43
H -2.27 1.14 -6.44
H -1.63 -1.22 -6.18
H -0.89 -3.07 -4.67
H -0.50 -2.60 -2.32
Cl -0.88 -3.38 0.01
C 0.77 -3.80 -0.45
Cl 1.70 -2.26 -0.71
H 0.78 -4.34 -1.39
H 1.26 -4.35 0.34
N -0.56 -1.29 2.25
C -1.95 -1.50 2.63
C -2.31 -2.07 3.82
C -3.67 -2.30 4.12
C -4.63 -1.98 3.21
C -4.28 -1.40 1.96
C -5.24 -1.08 0.98
C -4.83 -0.55 -0.21
C -3.47 -0.29 -0.40
N -2.52 -0.55 0.49
C -2.92 -1.13 1.68
H -0.07 -0.90 3.05
H -0.14 -2.21 2.11
H -1.56 -2.35 4.54
H -3.94 -2.74 5.07
H -5.68 -2.17 3.42
H -6.29 -1.28 1.17
H -5.53 -0.31 -1.00
H -3.16 0.15 -1.33
```

As for the total charge: +4. The value obtained for the strongest force on any atom is 0.504 eV/Å. For the energy above the lowest of the compared OMol25 structures with the same formula, charge and spin, the calculation gives 0.0000 eV. The gap between HOMO and LUMO (alpha / beta) comes out at 5.197 / 5.198 eV. As for the LUMO energy (alpha / beta): -0.5262 / -0.5261 Ha. The spin multiplicity is 1.

From a Mulliken analysis of the wavefunction, the atomic charges in e read: number 1, Ce, carries 0.1969; number 2, N, carries -0.2228; number 3, C, carries -1.0754; number 4, C, carries -0.8975; number 5, N, carries 0.7697; number 6, C, carries -0.8738; number 7, C, carries -1.0165; number 8, N, carries -0.2590; number 9, C, carries -1.1057; number 10, C, carries -0.6413; number 11, N, carries -0.3593; number 12, H, carries 0.4571; number 13, H, carries 0.2025; number 14, H, carries 0.5880; number 15, H, carries 0.2858; number 16, H, carries 0.4986; number 17, H, carries 0.4995; number 18, H, carries 0.5706; number 19, H, carries 0.4084; number 20, H, carries 0.5547; number 21, H, carries 0.4140; number 22, H, carries 0.3349; number 23, H, carries 0.3270; number 24, H, carries 0.5134; number 25, H, carries 0.2948; number 26, H, carries 0.5758; number 27, H, carries 0.3729; number 28, H, carries 0.2843; number 29, H, carries 0.4291; number 30, C, carries -1.3897; number 31, C, carries -0.6671; number 32, N, carries 1.3305; number 33, C, carries -0.0633; number 34, C, carries 1.0649; number 35, C, carries -1.0172; number 36, C, carries -0.9984; number 37, C, carries -0.9953; number 38, C, carries 0.9282; number 39, C, carries -0.9405; number 40, C, carries -1.2037; number 41, C, carries 0.0211; number 42, N, carries 0.8527; number 43, C, carries 0.2571; number 44, H, carries 0.5673; number 45, H, carries 0.5405; number 46, H, carries 0.5240; number 47, H, carries 0.5229; number 48, H, carries 0.5153; number 49, H, carries 0.5129; number 50, H, carries 0.5371; number 51, H, carries -0.1769; number 52, Cl, carries 0.0535; number 53, C, carries -0.4478; number 54, Cl, carries 0.0726; number 55, H, carries 0.4943; number 56, H, carries 0.4423; number 57, N, carries -0.4376; number 58, C, carries -0.3571; number 59, C, carries -0.5033; number 60, C, carries -1.0047; number 61, C, carries -0.8700; number 62, C, carries 0.5984; number 63, C, carries -0.7048; number 64, C, carries -1.4950; number 65, C, carries -0.1721; number 66, N, carries 0.7922; number 67, C, carries 0.3953; number 68, H, carries 0.5380; number 69, H, carries 0.4805; number 70, H, carries 0.5627; number 71, H, carries 0.4733; number 72, H, carries 0.4982; number 73, H, carries 0.5049; number 74, H, carries 0.5610; number 75, H, carries 0.6764

---

No. 2
Computed, not measured: a molecular structure, C28H36Cl5N4O5P2S3W, with ωB97M-V/def2-TZVPD.

Structure (XYZ):
```
84
Properties=species:S:1:pos:R:3
W -1.35 0.03 0.55
O -2.95 -0.02 -0.83
N -2.91 0.61 -2.00
C -3.88 0.28 -2.89
C -3.92 0.85 -4.13
C -2.95 1.80 -4.46
C -1.99 2.14 -3.55
C -1.95 1.53 -2.28
S -0.76 1.90 -1.11
H -4.56 -0.47 -2.53
H -4.70 0.56 -4.82
H -2.96 2.27 -5.44
H -1.22 2.86 -3.77
Cl -2.03 -0.75 4.03
C -2.66 -1.86 2.84
C -2.31 -1.69 1.49
C -2.76 -2.76 0.68
Cl -2.24 -2.84 -0.97
C -3.56 -3.81 1.14
Cl -4.11 -5.04 0.06
C -3.92 -3.88 2.48
Cl -4.92 -5.15 3.06
C -3.43 -2.90 3.34
Cl -3.81 -3.00 5.03
C -4.34 1.34 2.64
P -2.76 1.65 1.78
C -3.27 3.09 0.77
C -1.71 2.51 3.04
C -0.24 2.55 2.56
P 0.40 0.87 2.08
C 1.89 1.31 1.12
C 1.20 0.32 3.63
H -4.72 2.27 3.05
H -4.23 0.61 3.44
H -5.05 0.95 1.91
H -3.79 3.82 1.40
H -3.95 2.76 -0.02
H -2.41 3.54 0.31
H -1.79 1.98 3.99
H -2.09 3.52 3.18
H 0.40 2.99 3.33
H -0.17 3.16 1.66
H 2.58 1.90 1.71
H 1.61 1.85 0.22
H 2.37 0.38 0.80
H 1.80 1.14 4.01
H 1.84 -0.53 3.40
H 0.47 0.01 4.38
C 5.53 1.15 0.52
C 4.92 0.97 -0.84
C 3.93 1.84 -1.29
C 3.33 1.66 -2.52
C 3.75 0.61 -3.33
C 4.75 -0.26 -2.91
C 5.32 -0.07 -1.67
S 2.94 0.32 -4.86
O 3.89 -0.26 -5.76
O 2.22 1.51 -5.23
N 1.80 -0.83 -4.55
C 0.52 -0.38 -4.00
C 0.01 -1.31 -2.90
C 0.81 -1.15 -1.61
O 2.02 -1.27 -1.66
O 0.15 -0.89 -0.53
H 5.32 2.13 0.93
H 6.62 1.01 0.49
H 5.13 0.40 1.22
H 3.61 2.66 -0.65
H 2.54 2.32 -2.87
H 5.06 -1.07 -3.56
H 6.10 -0.75 -1.33
H 2.21 -1.57 -3.99
H -0.23 -0.34 -4.80
H 0.63 0.64 -3.61
H 0.11 -2.35 -3.22
H -1.04 -1.10 -2.73
N 2.99 -3.78 2.81
C 1.74 -3.33 3.05
N 1.34 -3.34 4.35
S 0.78 -2.71 1.83
H 3.51 -4.30 3.49
H 3.28 -3.81 1.85
H 1.82 -3.90 5.03
H 0.38 -3.10 4.53
```

As for the total charge: 0. As for the expectation value of S²: 3.77. The value obtained for the strongest force on any atom is 0.995 eV/Å. For the energy above the lowest of the compared OMol25 structures with the same formula, charge and spin, the calculation gives 0.4501 eV. The gap between HOMO and LUMO (alpha / beta) comes out at 7.101 / 7.763 eV. As for the LUMO energy (alpha / beta): 0.0022 / -0.0103 Ha. The spin multiplicity is 4.

From a Mulliken analysis of the wavefunction, the atomic charges in e read: number 1, W, carries 0.1959; number 2, O, carries -0.4856; number 3, N, carries 0.5283; number 4, C, carries -0.3583; number 5, C, carries -0.7897; number 6, C, carries -0.4246; number 7, C, carries -0.7885; number 8, C, carries 0.5832; number 9, S, carries -0.6032; number 10, H, carries 0.4709; number 11, H, carries 0.4403; number 12, H, carries 0.4122; number 13, H, carries 0.4664; number 14, Cl, carries -0.2770; number 15, C, carries 1.2438; number 16, C, carries -1.6506; number 17, C, carries 1.4024; number 18, Cl, carries -0.2110; number 19, C, carries -0.3484; number 20, Cl, carries -0.2039; number 21, C, carries 0.6143; number 22, Cl, carries -0.2066; number 23, C, carries -0.3306; number 24, Cl, carries -0.2043; number 25, C, carries -1.4720; number 26, P, carries 1.0872; number 27, C, carries -1.5543; number 28, C, carries -1.0857; number 29, C, carries -1.2931; number 30, P, carries 1.1222; number 31, C, carries -1.4878; number 32, C, carries -1.2956; number 33, H, carries 0.4623; number 34, H, carries 0.3582; number 35, H, carries 0.3873; number 36, H, carries 0.5288; number 37, H, carries 0.3269; number 38, H, carries 0.3554; number 39, H, carries 0.3840; number 40, H, carries 0.6201; number 41, H, carries 0.6855; number 42, H, carries 0.3391; number 43, H, carries 0.7300; number 44, H, carries 0.2480; number 45, H, carries 0.2400; number 46, H, carries 0.4904; number 47, H, carries 0.2159; number 48, H, carries 0.3121; number 49, C, carries -1.6665; number 50, C, carries 0.9204; number 51, C, carries -0.4814; number 52, C, carries -0.4198; number 53, C, carries 0.0976; number 54, C, carries -0.6351; number 55, C, carries -0.6529; number 56, S, carries 1.2276; number 57, O, carries -0.7251; number 58, O, carries -0.6653; number 59, N, carries -0.3213; number 60, C, carries -0.3837; number 61, C, carries -0.2296; number 62, C, carries 0.2188; number 63, O, carries -0.6371; number 64, O, carries 0.2599; number 65, H, carries 0.3552; number 66, H, carries 0.5136; number 67, H, carries 0.2434; number 68, H, carries 0.3638; number 69, H, carries 0.5143; number 70, H, carries 0.4220; number 71, H, carries 0.4217; number 72, H, carries 0.3977; number 73, H, carries 0.2892; number 74, H, carries 0.1094; number 75, H, carries 0.5238; number 76, H, carries -0.3947; number 77, N, carries -0.4199; number 78, C, carries 0.2598; number 79, N, carries -0.3621; number 80, S, carries -0.1011; number 81, H, carries 0.1795; number 82, H, carries 0.2138; number 83, H, carries 0.1938; number 84, H, carries 0.1898